Computed, not measured: a structure of composition C22H16Cl3MgN4O5S2 in a non-equilibrium geometry, with ωB97M-V/def2-TZVPD.

Structure (XYZ):
```
53
Properties=species:S:1:pos:R:3:forces:R:3
Mg -0.1797 -0.1462 0.1970 1.481 1.634 1.185
S 0.3126 -0.2579 2.6617 -0.821 0.005 0.527
C 1.9728 -0.2855 2.2640 -0.010 0.314 -0.146
S 2.3677 0.1437 0.6588 0.641 0.123 -0.668
C 2.9579 -0.5631 3.2052 -0.568 0.034 -0.479
C 4.3113 -0.5897 2.8578 0.672 0.057 -0.290
N 5.4289 -0.6090 2.5791 0.361 -0.014 -0.016
C 2.6507 -0.8102 4.5465 -0.253 -0.096 0.596
N 2.4203 -0.9896 5.6606 -0.049 -0.095 0.389
O -0.5088 0.3109 -1.8116 0.160 0.245 -0.186
C -1.6505 0.4946 -2.6078 -0.433 0.351 -0.656
C -2.0923 1.9544 -2.6356 -0.004 -0.335 0.178
C -2.3825 2.4672 -1.2168 0.144 0.009 -0.211
C -1.1823 3.0957 -0.5816 -0.128 0.617 -0.007
C -0.9711 4.4615 -0.7632 -0.007 -0.102 -0.035
C 0.1498 5.0596 -0.2194 0.093 -0.153 0.093
C 1.0019 4.2744 0.5375 -0.168 0.129 -0.130
C 0.6922 2.9337 0.6992 0.572 0.287 0.463
N -0.3507 2.3447 0.1345 -0.345 -0.424 -0.006
H 0.2638 0.6793 -2.2514 0.145 -0.074 -0.012
H -2.4324 -0.1181 -2.1578 -0.025 -0.052 -0.078
H -1.4667 0.1278 -3.6269 -0.025 -0.051 0.185
H -2.9923 2.0313 -3.2444 -0.050 -0.017 -0.136
H -1.3136 2.5666 -3.1026 -0.085 -0.007 -0.063
H -2.7223 1.6417 -0.5967 -0.100 0.175 -0.043
H -3.1759 3.2131 -1.2611 -0.066 -0.046 0.083
H -1.6872 5.0379 -1.3298 -0.068 0.045 -0.083
H 0.3470 6.1111 -0.3727 -0.004 0.080 0.001
H 1.8889 4.6825 0.9945 0.071 -0.007 0.088
H 1.3307 2.3000 1.2954 0.017 -0.113 0.037
Cl -5.5176 -1.2257 1.9296 0.322 0.014 -0.173
C -4.6560 -0.8949 0.4746 -3.284 1.416 -0.906
Cl -5.0781 -1.9105 -0.8626 0.188 0.088 0.264
Cl -5.3680 1.1145 -0.1398 0.731 -2.249 0.713
C -3.2937 -0.6521 0.5887 3.096 1.445 0.215
N -2.2110 -0.2478 0.5831 -2.047 -1.105 0.013
O 0.3021 -3.9801 -0.7137 -0.109 -0.600 -0.136
C 0.5620 -2.8313 -1.0265 0.124 0.147 -0.097
O 0.2013 -1.7953 -0.3873 -0.100 -1.527 -0.595
C 1.3637 -2.5847 -2.3078 -0.100 0.001 0.172
C 2.0042 -1.3806 -2.5615 -0.095 -0.017 0.105
C 2.7282 -1.1554 -3.7322 0.146 -0.187 -0.337
C 2.7749 -2.1881 -4.6375 -0.342 -0.479 0.184
O 3.4101 -2.2454 -5.8599 -0.085 0.324 0.359
C 3.1381 -3.5336 -6.3663 0.445 -0.411 -1.107
O 2.3384 -4.2499 -5.4589 -0.209 -0.077 0.373
C 2.1335 -3.4024 -4.3895 0.249 0.619 0.016
C 1.4377 -3.6317 -3.2317 0.119 -0.060 -0.207
H 1.9879 -0.6158 -1.8007 0.012 0.004 0.139
H 3.2535 -0.2301 -3.9153 0.040 0.076 0.028
H 4.0879 -4.0714 -6.5306 -0.202 0.133 0.129
H 2.6113 -3.4411 -7.3315 0.047 0.006 0.240
H 0.9765 -4.5788 -3.0034 -0.094 -0.081 0.027
```
Forces are in eV/Å.

As for the charge: -1. The calculation puts the HOMO energy at -4.10 eV. The calculation puts the relative energy (zero: lowest compared OMol25 entry of this formula, charge and spin) at 2.7038 eV. The value obtained for the lowest unoccupied orbital energy is -1.18 eV.

natural (NBO) atomic charge list, values in e, 5 entries:
1. Mg 1.69
2. S -0.45
3. C -0.19
4. S -0.45
5. C -0.52

=====

Computed, not measured: a structure of composition C22H16Cl3N3O4PdS2 in a non-equilibrium geometry, with ωB97M-V/def2-TZVPD.

Structure (XYZ):
```
51
Properties=species:S:1:pos:R:3:forces:R:3
Pd -0.3205 0.4217 -0.7143 -0.804 0.416 -0.373
O -3.0486 -1.9995 3.8324 0.084 -0.019 0.014
C -4.0243 -1.3576 3.1739 -0.069 0.066 -0.045
C -5.3258 -1.3587 3.6785 0.002 -0.030 0.037
C -6.3416 -0.7031 3.0234 0.037 0.010 -0.034
C -6.0968 -0.0228 1.8246 -0.066 0.014 -0.018
C -4.8322 -0.0212 1.3093 0.061 -0.047 -0.004
C -3.7575 -0.6764 1.9591 0.076 -0.108 0.172
C -2.4727 -0.5972 1.3062 -0.213 0.300 -0.101
O -2.2977 -0.0834 0.2109 0.217 -0.197 0.200
N -1.3387 -1.2102 2.0042 0.123 -0.429 0.140
N -0.2559 -0.9467 1.4862 0.095 0.254 -0.517
C 0.8486 -1.6700 2.0711 -1.026 0.824 -0.210
S 2.4868 -1.2790 1.2947 -9.746 0.043 2.023
C 5.0566 -0.5377 2.3534 0.270 1.883 1.727
C 5.0944 -2.8918 1.7267 1.498 -1.597 1.636
S 0.9013 -2.7589 3.2080 0.136 -0.021 0.066
H -3.4076 -2.4279 4.6196 -0.049 0.024 -0.010
H -5.5265 -1.8889 4.6022 0.000 0.010 0.005
H -7.3396 -0.7183 3.4409 0.002 -0.004 0.008
H -6.9000 0.4864 1.3123 0.007 0.003 -0.006
H -4.6311 0.4825 0.3757 -0.013 0.011 -0.005
H 5.5833 0.1062 3.0422 0.097 -0.082 0.091
H 4.1066 -2.4202 0.2960 -1.731 -0.967 -1.335
H 5.8313 -3.0429 2.5153 -0.269 1.253 0.384
H 4.9484 -3.8455 1.2252 -0.888 0.498 -0.528
Cl 7.5491 0.1600 -2.8684 0.028 -0.021 0.067
C 6.0650 0.0732 -2.0163 0.290 -0.275 -0.147
C 5.9995 -0.6914 -0.8513 0.611 -0.372 0.968
C 4.8418 -0.7568 -0.1180 -2.123 4.880 -4.566
Cl 4.3807 -1.5482 1.2498 10.532 -5.359 -0.949
C 3.6527 -0.1047 -0.7210 -0.904 -1.486 2.380
O 2.2541 -0.3009 -0.0186 3.610 0.374 -1.361
C 3.7071 0.6103 -1.8831 0.009 -0.096 0.106
C 2.5272 1.2524 -2.5291 0.172 0.269 -0.096
O 1.3702 1.1216 -2.2153 0.210 -0.266 0.394
C 4.9663 0.7246 -2.5064 -0.561 0.271 -0.101
H 6.8684 -1.2428 -0.5081 0.106 0.161 0.014
H 2.7866 1.9170 -3.3684 0.051 -0.082 -0.057
H 5.0669 1.3220 -3.4041 -0.074 -0.024 -0.028
Cl -5.3687 2.9088 -2.0280 -0.001 0.002 0.013
C -3.7460 2.6843 -2.5591 0.056 0.017 -0.007
C -3.3023 3.2092 -3.7585 -0.024 0.011 -0.033
C -1.9850 2.9762 -4.1125 0.002 -0.008 -0.004
C -1.1754 2.2285 -3.2768 -0.117 0.054 -0.038
N -1.6062 1.7268 -2.1127 0.286 -0.159 0.028
C -2.8726 1.9626 -1.7646 -0.032 0.027 0.032
H -3.9674 3.7763 -4.3951 -0.006 0.011 0.018
H -1.5870 3.3705 -5.0365 0.008 -0.031 -0.010
H -0.1543 2.0232 -3.5487 0.025 -0.019 0.033
H -3.2104 1.5584 -0.8267 0.014 0.012 0.024
```
Forces are in eV/Å.

As for the charge: +2. The calculation puts the HOMO energy (alpha / beta) at -13.63 / -13.63 eV. The calculation puts the relative energy (zero: lowest compared OMol25 entry of this formula, charge and spin) at 22.8414 eV. The value obtained for the lowest unoccupied orbital energy (alpha / beta) is -7.73 / -8.40 eV. Its multiplicity is 5.

natural (NBO) atomic charge list, values in e, 5 entries:
1. Pd 0.76
2. O -0.65
3. C 0.48
4. C -0.33
5. C -0.08

=====

Computed, not measured: a cluster of 2 separate species, C22H16F4N3 in total in a non-equilibrium geometry, with ωB97M-V/def2-TZVPD.

Structure (XYZ):
```
45
Properties=species:S:1:pos:R:3:forces:R:3
F -1.8497 -2.4025 5.1313 0.785 0.049 -0.609
C -0.8586 -2.3018 4.2184 -0.175 0.093 -0.280
C 0.4610 -2.4478 4.5962 0.273 -0.132 0.760
C 1.4741 -2.3326 3.6621 0.017 -0.066 -0.122
F 2.7593 -2.4950 4.0451 -0.949 0.155 -0.272
C 1.1693 -2.0661 2.3456 0.577 0.055 -0.395
C -0.1614 -1.9173 1.9286 0.159 -0.138 0.737
C -0.4778 -1.6451 0.5621 -0.049 0.043 -0.008
C -1.7653 -1.5927 0.0749 -0.333 -0.116 0.030
C -2.1153 -1.3277 -1.2314 0.131 -0.025 0.357
C -3.4612 -1.2254 -1.6957 -0.865 0.043 -0.317
C -3.7434 -1.0132 -3.0537 0.446 0.081 -0.546
C -5.0407 -0.8856 -3.5008 0.067 -0.025 -0.021
F -5.2962 -0.6789 -4.8134 0.219 -0.170 1.078
C -6.0900 -0.9672 -2.6025 -0.728 0.105 -0.378
C -5.8466 -1.1811 -1.2601 0.241 -0.024 0.203
F -6.8722 -1.2526 -0.3814 0.765 0.051 -0.739
C -4.5510 -1.3110 -0.8182 -0.171 -0.080 0.681
C -1.1615 -2.0437 2.9040 -0.709 0.038 0.050
H 0.6970 -2.6447 5.6244 0.128 -0.085 0.346
H 1.9741 -1.9828 1.6388 0.222 0.076 -0.232
H 0.3369 -1.4596 -0.1160 0.349 0.087 -0.175
H -2.5591 -1.8004 0.7648 -0.200 0.013 0.157
H -1.3264 -1.1820 -1.9455 0.285 0.109 -0.349
H -2.9487 -0.9487 -3.7737 0.275 0.040 -0.190
H -7.1012 -0.8574 -2.9483 -0.303 0.025 -0.135
H -4.3990 -1.4642 0.2305 -0.033 -0.036 0.360
H -2.1956 -1.9213 2.6523 -0.332 0.029 -0.005
C 1.9242 4.8380 -0.3663 -0.481 -0.273 0.124
N 2.2032 3.4059 -0.4079 1.427 -0.160 -0.341
N 1.2837 2.4560 -0.1707 -0.419 1.051 0.075
N 1.8057 1.3009 -0.2700 -0.089 -0.871 0.032
C 3.1291 1.4376 -0.5854 0.682 0.364 -0.175
C 3.4228 2.8015 -0.6846 -0.926 -0.419 0.233
C 4.7108 3.2379 -1.0023 -0.189 0.487 0.038
C 5.6828 2.2937 -1.2145 -0.186 0.141 0.038
C 5.3964 0.9236 -1.1157 -0.080 -0.196 0.031
C 4.1359 0.4845 -0.8041 -0.301 0.029 0.077
H 2.8207 5.4056 -0.5959 0.127 -0.219 -0.028
H 1.1573 5.0947 -1.0935 -0.013 -0.050 -0.040
H 1.5770 5.1258 0.6234 0.007 -0.045 0.044
H 4.9212 4.2892 -1.0756 0.185 0.255 -0.049
H 6.6835 2.6089 -1.4617 0.106 0.054 -0.025
H 6.1854 0.2085 -1.2882 0.063 -0.076 -0.013
H 3.9093 -0.5640 -0.7254 -0.005 -0.266 -0.006
```
Forces are in eV/Å.

As for the charge: +1. The calculation puts the HOMO energy at -11.11 eV. The value obtained for the lowest unoccupied orbital energy is -6.13 eV.

natural (NBO) atomic charge list, values in e, 5 entries:
1. F -0.29
2. C 0.40
3. C -0.25
4. C 0.41
5. F -0.29

=====

Computed, not measured: a structure of composition C22H16IrN4O5S4 in a non-equilibrium geometry, with ωB97M-V/def2-TZVPD.

Structure (XYZ):
```
52
Properties=species:S:1:pos:R:3:forces:R:3
Ir -0.0356 -2.0218 -0.2306 -2.533 -0.143 0.806
S 1.3358 -3.5081 1.2085 -0.301 1.952 -1.891
C 0.1410 -4.3050 2.1387 -2.822 0.466 -0.057
C 0.6037 -5.2844 3.0395 0.236 -0.289 0.230
N 0.9813 -6.0772 3.7781 0.197 -0.283 0.259
C -1.2286 -4.0645 2.0864 2.454 -0.431 0.083
S -2.0123 -2.9065 1.1091 1.546 1.303 -1.821
C -2.1103 -4.8210 2.8867 -0.271 -0.302 0.311
N -2.8836 -5.4078 3.4991 -0.206 -0.175 0.227
O -2.9887 -1.2096 -3.4719 -0.111 0.049 0.038
C -2.2468 -1.4901 -2.5855 -0.593 0.310 -0.690
O -1.7600 -1.0061 -1.5830 1.076 0.193 1.519
C -1.4952 -3.1850 -2.8853 -0.394 -0.280 -0.728
O -1.9337 -3.6494 -3.8869 0.007 -0.139 0.119
O -0.6668 -3.4123 -2.0252 1.529 0.041 1.928
O -0.0977 -0.2446 1.2059 0.767 -2.480 -0.346
S -0.6085 1.1314 0.9212 0.510 1.419 0.062
C -0.7517 1.8250 2.5918 -0.202 -0.389 -0.095
C -0.4526 1.0150 3.6709 0.087 -0.249 -0.198
C -0.5979 1.5145 4.9532 -0.021 0.115 0.030
C -1.0454 2.8104 5.1408 -0.012 0.021 0.040
C -1.3464 3.6130 4.0511 0.007 0.017 -0.047
C -1.2043 3.1196 2.7660 -0.028 0.039 -0.172
C 0.8727 2.0843 0.4727 -0.306 -0.083 -0.151
C 2.1130 1.6701 0.9238 -0.106 -0.147 0.109
C 3.2396 2.3831 0.5587 -0.001 -0.034 0.014
C 3.1205 3.4990 -0.2526 -0.083 0.090 -0.104
C 1.8741 3.9051 -0.7040 0.153 0.067 -0.030
C 0.7428 3.1942 -0.3436 -0.213 -0.097 0.033
H -0.1167 0.0052 3.4965 0.010 -0.139 0.018
H -0.3715 0.8909 5.8038 0.031 -0.085 0.052
H -1.1710 3.1975 6.1396 -0.002 0.047 0.117
H -1.7002 4.6204 4.2053 -0.031 0.101 -0.019
H -1.4389 3.7317 1.9087 -0.070 0.148 -0.086
H 2.1885 0.7860 1.5365 0.023 -0.160 0.110
H 4.2133 2.0638 0.8966 0.070 -0.053 0.058
H 3.9999 4.0504 -0.5453 0.111 0.062 -0.024
H 1.7884 4.7669 -1.3489 -0.032 0.079 -0.026
H -0.2297 3.5016 -0.6999 -0.135 0.017 -0.067
C -0.3279 1.1334 -3.2791 -0.086 0.598 0.383
N 0.1104 -0.1327 -3.7986 0.444 -1.002 0.154
C -0.2699 -0.7180 -4.9789 0.036 -0.333 -0.474
C 0.3520 -1.9169 -5.0680 -0.120 0.259 -0.304
N 1.1179 -2.0532 -3.9398 -0.335 0.590 0.159
C 0.9405 -0.9734 -3.1458 0.271 -0.074 -0.463
S 1.6869 -0.6884 -1.6582 -0.329 -0.632 1.345
H -1.0472 1.5703 -3.9670 0.046 -0.039 -0.036
H 0.5305 1.7955 -3.1502 -0.097 -0.011 -0.053
H -0.8038 0.9859 -2.3064 0.053 -0.002 -0.166
H -0.9754 -0.2565 -5.6367 -0.122 0.080 -0.134
H 0.2979 -2.6741 -5.8211 -0.055 -0.118 -0.124
H 1.6675 -2.8573 -3.6769 -0.046 0.107 0.103
```
Forces are in eV/Å.

The calculation puts the HOMO energy (alpha / beta) at -7.33 / -7.33 eV. The calculation puts the relative energy (zero: lowest compared OMol25 entry of this formula, charge and spin) at 1.0331 eV. The value obtained for the lowest unoccupied orbital energy (alpha / beta) is -1.49 / -2.22 eV. Its multiplicity is 2.

natural (NBO) atomic charge list, values in e, 5 entries:
1. Ir 0.95
2. S 0.02
3. C -0.33
4. C 0.25
5. N -0.29